1.
# C4H3BrOS

One molecule with the formula C4H3BrOS in a non-equilibrium geometry (wB97M-V/def2-TZVPD, the Open Molecules 2025 dataset).

The HOMO energy (spin up / spin down) is -0.3429 / -0.3404 hartree. The energy above the lowest of the compared OMol25 structures with the same formula, charge and spin is 187.7 kcal/mol. The LUMO energy (spin up / spin down) is -2.23 / -2.00 eV.

Each line ends with the Mulliken charge.
Positions of all 10 atoms, in Å:
C  -0.548  -0.361  -1.278  0.14
C  -0.724  -0.844  -0.001  -0.30
C  0.502  1.409  1.682  -0.53
C  0.218  0.798  -1.708  -0.50
O  0.139  -1.138  2.457  -0.61
S  0.041  -0.087  1.392  0.75
Br  2.146  0.816  -1.648  0.07
H  -0.969  -1.010  -2.093  0.32
H  -1.151  -1.758  0.401  0.39
H  0.344  2.175  0.797  0.27

---

2.
# C4H3BrOS

One molecule with the formula C4H3BrOS in a non-equilibrium geometry (wB97M-V/def2-TZVPD, the Open Molecules 2025 dataset).

The HOMO energy is -0.3287 hartree. The energy above the lowest of the compared OMol25 structures with the same formula, charge and spin is 103.9 kcal/mol. The LUMO energy is -0.03 eV.

Each line ends with the Mulliken charge.
Positions of all 10 atoms, in Å:
C  0.152  -0.548  0.739  -0.85
C  1.422  -0.046  0.496  0.12
C  -1.108  -0.425  0.203  -0.39
C  2.582  0.364  0.361  0.47
O  -1.198  1.600  -1.752  -0.50
S  -2.018  0.851  -0.815  0.34
Br  4.275  1.063  0.264  -0.01
H  0.239  -1.405  1.456  0.25
H  -2.436  -0.482  -1.407  0.13
H  -1.911  -0.972  0.453  0.43

---

3.
# C4H3ClN2

One molecule with the formula C4H3ClN2 in a non-equilibrium geometry (wB97M-V/def2-TZVPD, the Open Molecules 2025 dataset).

The HOMO energy is -0.3726 hartree. The SMILES is Clc1ccncn1. The energy above the lowest of the compared OMol25 structures with the same formula, charge and spin is 14.7 kcal/mol. The LUMO energy is 0.42 eV.

Each line ends with the Mulliken charge.
Positions of all 10 atoms, in Å:
C  -0.457  -0.015  0.106  0.64
C  0.260  1.115  0.097  -0.24
C  1.585  1.094  -0.081  -0.05
C  1.386  -1.184  0.034  -0.06
H  -0.353  2.047  0.304  0.25
H  2.181  2.061  -0.166  0.32
H  1.931  -2.163  -0.148  0.32
N  2.227  -0.024  -0.047  -0.54
N  0.070  -1.185  0.054  -0.48
Cl  -2.146  0.027  -0.057  -0.17

---

Q: What is the formula in the first record?
A: C4H3BrOS

---

Q: What is the formula in the first record?
A: C4H3BrOS